#P
This record from the OMol25 dataset describes an isolated molecule of C9H10O2. The level of theory is ωB97M-V with the def2-TZVPD basis set.

```
21
C9H10O2 | the OMol25 dataset | ωB97M-V with the def2-TZVPD basis set
C -0.219 2.384 2.748
C -1.047 2.008 1.795
C -0.926 0.947 0.841
C -1.947 0.306 0.161
C -1.685 -0.424 -1.019
C -0.363 -0.744 -1.367
O 0.048 -1.486 -2.379
C 0.640 -0.387 -0.403
O 2.097 -0.568 -0.559
C 2.337 -1.875 -0.223
C 0.300 0.557 0.491
H 0.820 2.123 2.751
H -0.488 3.161 3.522
H -2.035 2.288 1.913
H -3.050 0.423 0.509
H -2.658 -0.565 -1.537
H -0.782 -2.096 -2.456
H 1.710 -2.582 -0.891
H 3.401 -2.057 -0.388
H 2.366 -2.102 0.885
H 1.022 1.204 1.041
```

Results
* molecular weight: 150.18 g mol⁻¹
* HOMO: -8.319 eV
* E_LUMO: 0.55 eV
* SMILES: C=Cc1ccc(O)c(OC)c1
* total charge: 0
* orbital gap: 8.9 eV

These are the Löwdin partial charges, in e, on atoms 1 to 5: C 0.02; C -0.14; C -0.28; C -0.04; C -0.01


#Q
This record from the OMol25 dataset describes an isolated molecule of C9H10O2. The level of theory is ωB97M-V with the def2-TZVPD basis set.

```
21
C9H10O2 | the OMol25 dataset | ωB97M-V with the def2-TZVPD basis set
C 3.559 -1.096 -0.021
C 2.902 0.072 -0.219
C 1.426 0.327 -0.025
C 0.983 1.613 0.117
C -0.254 2.072 0.112
C -1.302 1.022 -0.069
O -2.680 1.246 -0.282
C -0.904 -0.296 -0.004
O -1.782 -1.224 -0.260
C -3.008 -1.509 0.162
C 0.474 -0.678 -0.030
H 3.318 -2.081 0.410
H 4.567 -1.125 -0.350
H 3.553 0.802 -0.713
H 1.849 2.210 0.404
H -0.497 3.162 0.448
H -2.779 2.223 -0.390
H -3.734 -0.706 0.044
H -3.362 -2.219 -0.538
H -3.042 -2.037 1.106
H 0.713 -1.777 0.099
```

Results
* molecular weight: 150.18 g mol⁻¹
* HOMO: -7.968 eV
* E_LUMO: 0.74 eV
* SMILES: C=Cc1ccc(O)c(OC)c1
* total charge: 0
* orbital gap: 8.7 eV

These are the Löwdin partial charges, in e, on atoms 1 to 5: C 0.00; C -0.11; C -0.25; C -0.14; C -0.01


Which one sits at the top of the stability order? #Q does.


#P
This record from the OMol25 dataset describes an isolated molecule of C6H6. The level of theory is ωB97M-V with the def2-TZVPD basis set.

```
12
C6H6 | the OMol25 dataset | ωB97M-V with the def2-TZVPD basis set
C -2.477 0.795 0.244
C -1.165 0.184 0.028
C -0.080 -0.304 -0.162
C 1.237 -0.888 -0.378
C 2.255 0.342 -1.045
C 2.739 0.093 0.090
H -2.370 1.793 0.679
H -3.019 0.894 -0.701
H -3.088 0.193 0.924
H 1.259 -1.575 -1.224
H 1.501 -1.507 0.494
H 3.207 -0.020 1.051
```

Results
* molecular weight: 78.11 g mol⁻¹
* HOMO: -9.577 eV
* E_LUMO: 0.95 eV
* total charge: 0
* orbital gap: 10.5 eV

These are the Löwdin partial charges, in e, on atoms 1 to 5: C -0.11; C -0.07; C -0.06; C -0.27; C -0.03


#Q
This record from the OMol25 dataset describes an isolated molecule of C6H6. The level of theory is ωB97M-V with the def2-TZVPD basis set.

```
12
C6H6 | the OMol25 dataset | ωB97M-V with the def2-TZVPD basis set
C 1.368 -1.202 0.737
C 0.227 -0.717 0.640
C -1.722 0.624 -0.798
C -1.506 1.792 -1.400
C 2.553 -1.786 0.557
C -1.066 -0.034 0.481
H -2.191 1.953 -2.202
H -0.909 2.637 -0.978
H 3.288 -1.127 -0.004
H 2.960 -2.525 1.107
H -1.945 -0.647 0.866
H -1.057 1.030 0.995
```

Results
* molecular weight: 78.11 g mol⁻¹
* HOMO (alpha / beta): -8.831 / -8.006 eV
* E_LUMO (alpha / beta): -0.56 / -0.40 eV
* total charge: 0
* orbital gap (alpha / beta): 8.3 / 7.6 eV

These are the Löwdin partial charges, in e, on atoms 1 to 5: C -0.14; C 0.00; C -0.04; C -0.06; C 0.01


#R
This record from the OMol25 dataset describes an isolated molecule of C6H6. The level of theory is ωB97M-V with the def2-TZVPD basis set.

```
12
C6H6 | the OMol25 dataset | ωB97M-V with the def2-TZVPD basis set
C -1.848 3.016 0.383
C -0.913 2.266 0.487
C 0.111 1.356 0.517
C 0.698 0.507 -0.136
C 1.204 -0.815 -0.299
C 0.114 -1.927 -0.197
H -2.671 3.678 0.292
H 1.964 -1.050 -1.038
H 1.861 -0.381 0.543
H 0.463 -2.787 0.377
H -0.809 -1.553 0.263
H -0.174 -2.309 -1.193
```

Results
* molecular weight: 78.11 g mol⁻¹
* HOMO: -8.728 eV
* E_LUMO: 0.76 eV
* SMILES: C#CC#CCC
* total charge: 0
* orbital gap: 9.5 eV

These are the Löwdin partial charges, in e, on atoms 1 to 5: C 0.11; C -0.19; C -0.05; C -0.07; C -0.23


Which one sits at the top of the stability order? #R does.


#P
This record from the OMol25 dataset describes an isolated molecule of C6H6. The level of theory is ωB97M-V with the def2-TZVPD basis set.

```
12
C6H6 | the OMol25 dataset | ωB97M-V with the def2-TZVPD basis set
C -1.571 0.888 0.332
C -0.453 -0.037 0.018
C -0.347 -1.326 -0.315
C 1.179 -1.555 -0.473
C 1.415 -0.172 -0.137
C 1.091 0.986 0.174
H -1.511 1.298 1.347
H -1.648 1.720 -0.379
H -2.474 0.271 0.252
H 1.477 -1.824 -1.488
H 1.589 -2.266 0.247
H 1.252 2.015 0.422
```

Results
* molecular weight: 78.11 g mol⁻¹
* HOMO: -7.479 eV
* E_LUMO: 0.60 eV
* total charge: 0
* orbital gap: 8.1 eV

These are the Löwdin partial charges, in e, on atoms 1 to 5: C -0.09; C -0.31; C -0.05; C -0.18; C -0.06


#Q
This record from the OMol25 dataset describes an isolated molecule of C6H6. The level of theory is ωB97M-V with the def2-TZVPD basis set.

```
12
C6H6 | the OMol25 dataset | ωB97M-V with the def2-TZVPD basis set
C -2.078 -0.901 -1.230
C -1.179 -0.305 -0.694
C -0.056 0.406 -0.079
C 1.265 0.187 -0.825
C 0.048 0.183 1.346
C 0.157 0.050 2.533
H -2.876 -1.431 -1.693
H -0.317 1.653 0.121
H 1.530 -0.873 -0.792
H 1.158 0.488 -1.869
H 2.072 0.763 -0.365
H 0.277 -0.217 3.552
```

Results
* molecular weight: 78.11 g mol⁻¹
* HOMO: -9.685 eV
* E_LUMO: 0.95 eV
* SMILES: C#CC(C)C#C
* total charge: 0
* orbital gap: 10.6 eV

These are the Löwdin partial charges, in e, on atoms 1 to 5: C 0.13; C -0.12; C -0.42; C -0.07; C -0.17


Which one sits at the top of the stability order? #Q does.


#P
This record from the OMol25 dataset describes an isolated molecule of C6H6. The level of theory is ωB97M-V with the def2-TZVPD basis set.

```
12
C6H6 | the OMol25 dataset | ωB97M-V with the def2-TZVPD basis set
C -1.018 -0.211 0.083
C -1.916 1.668 1.185
C -1.253 0.589 1.326
C -0.619 0.473 -1.233
C 0.333 -0.058 -0.548
C 1.794 -0.417 -0.315
H -1.495 -1.149 0.275
H -1.033 0.048 2.215
H -1.016 0.793 -2.135
H 2.478 0.231 -0.653
H 1.975 -1.322 -0.967
H 1.771 -0.645 0.768
```

Results
* molecular weight: 78.11 g mol⁻¹
* HOMO: -9.357 eV
* E_LUMO: 0.08 eV
* total charge: 0
* orbital gap: 9.4 eV

These are the Löwdin partial charges, in e, on atoms 1 to 5: C -0.25; C 0.18; C -0.28; C 0.07; C -0.20


#Q
This record from the OMol25 dataset describes an isolated molecule of C6H6. The level of theory is ωB97M-V with the def2-TZVPD basis set.

```
12
C6H6 | the OMol25 dataset | ωB97M-V with the def2-TZVPD basis set
C 3.669 0.179 -0.047
C 2.604 -0.309 0.021
C 1.294 -0.647 0.088
C 0.071 -0.711 -0.111
C -1.457 -0.841 -0.016
C -1.741 0.717 -0.002
H 4.564 0.679 -0.044
H -2.009 -1.290 -0.911
H -1.780 -1.302 0.955
H -2.694 1.049 -0.293
H -1.580 1.182 1.019
H -0.941 1.293 -0.659
```

Results
* molecular weight: 78.11 g mol⁻¹
* HOMO: -9.118 eV
* E_LUMO: 0.88 eV
* SMILES: C#CC#CCC
* total charge: 0
* orbital gap: 10.0 eV

These are the Löwdin partial charges, in e, on atoms 1 to 5: C 0.13; C -0.18; C -0.06; C -0.02; C -0.20


Which one sits at the top of the stability order? #Q does.


#P
This record from the OMol25 dataset describes an isolated molecule of C4H9NOS. The level of theory is ωB97M-V with the def2-TZVPD basis set.

```
16
C4H9NOS | the OMol25 dataset | ωB97M-V with the def2-TZVPD basis set
C 1.402 -0.155 1.323
C 0.653 -0.863 0.210
C 0.613 -2.353 0.331
O 1.052 -0.513 -1.141
C -0.915 -0.552 0.300
N -1.533 0.466 -0.004
S -0.963 2.036 -0.525
H 2.528 0.072 0.970
H 1.228 -0.757 2.290
H 0.883 0.833 1.552
H -0.004 -2.680 -0.648
H -0.022 -2.748 1.210
H 1.639 -2.882 0.525
H 2.035 -0.671 -1.432
H -1.555 -1.345 0.603
H 0.480 1.988 -0.504
```

Results
* molecular weight: 119.19 g mol⁻¹
* HOMO: -9.036 eV
* E_LUMO: 0.65 eV
* SMILES: CC(C)(O)/C=N\S
* total charge: 0
* orbital gap: 9.7 eV

These are the Löwdin partial charges, in e, on atoms 1 to 5: C -0.05; C -0.65; C -0.10; O -0.10; C -0.24


#Q
This record from the OMol25 dataset describes an isolated molecule of C4H9NOS. The level of theory is ωB97M-V with the def2-TZVPD basis set.

```
16
C4H9NOS | the OMol25 dataset | ωB97M-V with the def2-TZVPD basis set
O 0.901 -2.514 1.752
C 1.014 -1.711 0.855
N 1.752 -0.576 0.946
C 1.744 0.589 0.069
C 0.422 1.309 -0.164
C -0.595 0.565 -1.042
S -2.306 1.126 -0.952
H 0.578 -1.888 -0.134
H 2.074 -0.359 1.876
H 2.329 1.349 0.558
H 2.299 0.385 -0.849
H -0.046 1.463 0.808
H 0.612 2.271 -0.644
H -0.178 0.538 -2.047
H -0.603 -0.482 -0.750
H -2.717 0.406 -2.001
```

Results
* molecular weight: 119.19 g mol⁻¹
* HOMO: -9.248 eV
* E_LUMO: 0.78 eV
* SMILES: O=CNCCCS
* total charge: 0
* orbital gap: 10.0 eV

These are the Löwdin partial charges, in e, on atoms 1 to 5: O 0.03; C -0.37; N 0.04; C -0.20; C -0.25


Which one sits at the top of the stability order? #Q does.


#P
This record from the OMol25 dataset describes a 4-piece molecular cluster, CH9NO3 overall. The level of theory is ωB97M-V with the def2-TZVPD basis set.

```
14
CH9NO3 | the OMol25 dataset | ωB97M-V with the def2-TZVPD basis set
C -0.450 -2.814 -1.237
N -1.558 -2.881 -1.880
H -0.280 -3.692 -0.608
H 0.440 -2.168 -1.382
H -1.360 -2.517 -2.819
O 1.271 1.735 -0.945
H 1.314 0.780 -0.934
H 0.469 2.177 -1.204
O 1.527 0.487 1.891
H 2.074 0.946 2.541
H 1.104 1.284 1.546
O -1.243 2.050 1.868
H -1.283 2.158 0.915
H -2.026 2.455 2.247
```

Results
* molecular weight: 83.09 g mol⁻¹
* HOMO: -9.885 eV
* E_LUMO: 0.34 eV
* SMILES: C=N.O.O.O
* total charge: 0
* orbital gap: 10.2 eV

These are the Löwdin partial charges, in e, on atoms 1 to 5: C -0.15; N 0.00; H 0.06; H 0.06; H 0.03


#Q
This record from the OMol25 dataset describes a 4-piece molecular cluster, CH9NO3 overall. The level of theory is ωB97M-V with the def2-TZVPD basis set.

```
14
CH9NO3 | the OMol25 dataset | ωB97M-V with the def2-TZVPD basis set
C 1.334 -1.294 0.480
N 1.839 -1.363 -0.673
H 0.549 -0.584 0.716
H 1.472 -2.068 1.238
H 2.330 -2.244 -0.807
O -0.236 1.298 1.850
H -1.057 0.798 1.951
H -0.569 2.204 1.815
O -0.032 0.765 -1.659
H 0.223 1.325 -2.401
H 0.782 0.667 -1.149
O -2.339 0.212 -0.057
H -1.515 0.491 -0.493
H -2.781 -0.207 -0.810
```

Results
* molecular weight: 83.09 g mol⁻¹
* HOMO: -10.108 eV
* E_LUMO: 0.80 eV
* SMILES: C=N.O.O.O
* total charge: 0
* orbital gap: 10.9 eV

These are the Löwdin partial charges, in e, on atoms 1 to 5: C -0.11; N 0.02; H 0.03; H 0.07; H 0.04


Which one sits at the top of the stability order? #Q does.